1.
C20H20N2OS in the gas phase in a non-equilibrium geometry. Source: the OMol25 dataset; level of theory: wB97M-V/def2-TZVPD.

The geometry in XYZ format:
```
44
Properties=species:S:1:pos:R:3:forces:R:3
C 6.73867 0.22608 -0.35021 -0.1 0.2 0.0
C 5.81175 1.23313 0.32158 0.1 -0.1 0.1
C 5.54460 0.92500 1.79529 -0.2 0.0 -0.2
C 4.70221 -0.33286 2.00184 0.1 0.4 0.1
C 3.26770 -0.13119 1.53161 0.4 -0.4 0.1
O 2.75554 0.95795 1.41012 -0.1 0.3 0.0
N 2.62922 -1.31544 1.29544 0.1 -0.4 0.0
C 1.30771 -1.54413 0.89295 -0.3 0.1 -0.1
C 0.42398 -0.51195 0.61025 -0.1 0.1 0.0
C -0.87922 -0.79574 0.21062 0.3 -0.6 0.1
C -1.29094 -2.12243 0.09222 -0.1 0.2 0.0
C -0.40813 -3.14725 0.37290 0.1 0.0 0.0
C 0.88529 -2.86756 0.77203 0.0 0.1 0.0
H 1.57300 -3.67308 0.99099 0.1 -0.1 0.0
H -0.72728 -4.17498 0.28150 0.0 -0.1 0.0
H -2.30191 -2.32935 -0.21920 -0.1 0.0 0.0
C -1.82447 0.27292 -0.08898 0.2 1.1 0.1
C -1.61108 1.62065 0.05428 -0.2 -0.2 -0.1
S -2.99078 2.51891 -0.41098 -0.1 -0.8 -0.1
C -3.79771 0.99063 -0.78172 0.8 1.0 0.4
N -3.06053 -0.03905 -0.55811 -0.4 -0.5 -0.2
C -5.15064 0.94482 -1.28594 -0.8 -0.1 -0.3
C -5.73185 -0.29219 -1.57432 0.1 0.2 0.1
C -7.02310 -0.35601 -2.05759 -0.1 0.0 0.0
C -7.75131 0.80636 -2.25978 0.0 0.0 0.0
C -7.18099 2.03703 -1.97584 -0.1 0.1 0.0
C -5.88938 2.10920 -1.49205 0.2 -0.2 0.0
H -5.44412 3.06875 -1.27059 0.0 0.1 0.0
H -7.74629 2.94382 -2.13276 0.0 0.1 0.0
H -8.76142 0.75352 -2.63813 -0.1 0.0 0.0
H -7.46688 -1.31554 -2.27897 0.0 -0.1 0.0
H -5.15091 -1.18610 -1.41194 0.0 -0.1 0.0
H -0.73804 2.13119 0.40515 0.2 0.0 0.1
H 0.76234 0.50456 0.70310 0.0 0.0 0.0
H 3.16214 -2.15946 1.45567 0.0 0.3 0.0
H 5.15003 -1.18494 1.48868 0.0 -0.1 0.1
H 4.65944 -0.56896 3.06946 0.0 -0.1 0.0
H 6.49496 0.81200 2.32161 0.0 0.0 0.0
H 5.00654 1.76623 2.23526 0.1 0.0 0.1
H 4.86072 1.27378 -0.21153 0.0 0.1 0.0
H 6.26690 2.22369 0.25748 -0.1 0.0 0.0
H 6.28288 -0.75960 -0.40819 0.0 -0.1 0.0
H 7.67348 0.14162 0.20080 0.1 -0.1 0.0
H 6.96790 0.54600 -1.36398 0.1 -0.1 -0.1
```
Forces are in eV/Å.

Calculated values
energy: -36928.85793 eV
gap between HOMO and LUMO: 8.2 eV
charge: 0
ΔE to the lowest compared entry with this formula, charge and spin: 11.4 kJ/mol
LUMO energy: 0.010 Eh
SMILES: CCCCC(=O)Nc1cccc(-c2csc(-c3ccccc3)n2)c1
E_HOMO: -7.93 eV

---

2.
C62H55N4O3PdSe2Te2 as an isolated structure. Source: the OMol25 dataset; level of theory: wB97M-V/def2-TZVPD.

The geometry in XYZ format:
```
129
Properties=species:S:1:pos:R:3:forces:R:3
Pd 0.46090 -1.57332 -1.36652 0.4 0.0 0.4
C 4.19516 -3.04454 4.77697 0.0 0.0 0.0
C 3.20778 -2.68717 3.69601 0.0 -0.1 0.0
C 1.83621 -2.61557 3.94963 0.1 0.0 0.0
C 0.91478 -2.31331 2.97117 -0.1 0.1 -0.1
C -0.53803 -2.35878 3.31943 0.1 -0.1 0.1
O -1.35641 -2.90974 2.61864 0.0 0.0 0.0
C -0.96429 -1.77372 4.64194 0.0 0.0 -0.1
C -2.17806 -2.19288 5.17941 0.0 0.0 0.0
C -2.63142 -1.67110 6.37885 0.0 0.0 0.0
C -1.87741 -0.71493 7.04941 0.0 0.0 0.0
C -0.67033 -0.28721 6.51649 0.0 0.0 0.0
C -0.21480 -0.81864 5.31791 0.0 0.1 0.0
C 1.32300 -2.04492 1.61889 0.0 -0.2 -0.1
O 0.43381 -1.72647 0.76013 0.1 0.2 0.1
C 2.72925 -2.14388 1.35087 0.0 -0.1 0.0
C 3.61280 -2.44661 2.40311 0.0 0.0 0.0
C 3.29918 -2.01030 0.01364 0.0 -0.1 0.1
N 2.62215 -1.90393 -1.07527 -0.2 -0.1 -0.3
C 3.30406 -1.72281 -2.35665 0.0 0.0 0.0
C 3.42569 -0.24240 -2.70603 0.0 -0.1 0.0
Te 1.65943 0.85637 -2.13394 0.1 -0.1 0.0
C 2.51419 1.55610 -0.34414 0.0 -0.1 0.0
C 2.02869 1.09994 0.87321 0.0 0.0 0.0
C 2.63621 1.51774 2.05159 0.0 0.0 0.0
C 3.71274 2.39093 2.01070 0.0 0.0 0.0
C 4.18221 2.86107 0.78942 0.0 0.0 0.0
C 3.58305 2.44608 -0.39123 0.0 0.0 0.0
C 4.79902 -2.01474 -0.06612 0.0 0.1 -0.1
C 5.49733 -0.83447 0.15561 0.0 0.0 0.0
C 6.88252 -0.82016 0.06323 0.0 0.0 0.0
C 7.57253 -1.98523 -0.23913 0.0 0.0 0.0
C 6.87477 -3.16790 -0.44935 0.0 0.0 0.0
C 5.49065 -3.18274 -0.36649 0.0 0.0 0.0
H 3.69097 -3.18448 5.73295 0.0 0.0 0.0
H 4.94588 -2.26294 4.90883 0.0 0.0 0.0
H 4.72619 -3.96950 4.54436 0.0 0.0 0.0
H 1.47754 -2.82275 4.95371 0.0 0.0 0.0
H -2.75618 -2.92632 4.63313 0.0 0.0 0.0
H -3.57359 -2.00639 6.79269 0.0 0.0 0.0
H -2.23029 -0.30531 7.98735 0.0 0.0 0.0
H -0.08578 0.46439 7.03172 0.0 0.0 0.0
H 0.72603 -0.48269 4.89973 0.0 0.0 0.0
H 4.67237 -2.51210 2.18948 0.0 0.0 0.0
H 2.70154 -2.23025 -3.10798 0.0 0.0 0.0
H 4.29368 -2.18386 -2.37136 0.0 0.0 0.0
H 3.57433 -0.10709 -3.77688 0.0 0.0 0.0
H 4.25227 0.22784 -2.17372 0.0 0.0 0.0
H 1.19060 0.41354 0.89758 0.0 0.0 0.0
H 2.26908 1.14488 3.00000 0.0 0.0 0.0
H 4.18868 2.70789 2.92964 0.0 0.0 0.0
H 5.01367 3.55320 0.75603 0.0 0.0 0.0
H 3.94755 2.81729 -1.34189 0.0 0.0 0.0
H 4.95440 0.06759 0.41601 0.0 0.0 0.0
H 7.42234 0.10246 0.23353 0.0 0.0 0.0
H 8.65224 -1.97434 -0.30611 0.0 0.0 0.0
H 7.40961 -4.08081 -0.67633 0.0 0.0 0.0
H 4.94024 -4.10086 -0.53727 0.0 0.0 0.0
Se -1.15559 -4.77999 -2.97884 -0.1 -0.1 0.0
Se 0.82537 -4.52442 -4.09217 0.1 0.0 0.1
C 0.68028 -2.66343 -4.55763 -0.1 -0.1 -0.2
C 1.20283 -2.30789 -5.80098 0.0 0.1 0.0
C 0.99900 -1.02380 -6.26755 0.0 0.0 0.1
C 0.22451 -0.15352 -5.50713 0.0 -0.1 0.0
C -0.23473 -0.59185 -4.28069 -0.1 0.1 0.0
N 0.03684 -1.80490 -3.77320 0.2 0.1 0.0
C -0.54079 -5.01164 -1.16241 0.0 0.1 0.0
C -1.50435 -5.37368 -0.22861 -0.1 0.1 0.0
C -1.09120 -5.59129 1.06969 -0.1 -0.1 0.0
C 0.25849 -5.48449 1.37323 0.1 0.0 -0.1
C 1.12622 -5.12288 0.36113 0.0 0.1 0.2
N 0.73494 -4.86305 -0.88795 0.1 -0.1 -0.1
H 1.72240 -3.04786 -6.39493 0.0 0.0 0.0
H 1.39752 -0.71923 -7.22632 0.0 0.0 0.0
H -0.01585 0.84307 -5.84817 0.0 0.0 0.0
H -0.83807 0.04712 -3.64305 0.1 0.0 0.0
H -2.54528 -5.45958 -0.51201 0.0 0.0 0.0
H -1.81210 -5.84846 1.83441 0.0 0.0 0.0
H 0.62924 -5.65945 2.37307 0.0 0.0 0.0
H 2.18588 -5.02321 0.55629 0.1 0.1 0.0
C -2.84386 8.52820 -2.53960 0.0 0.0 0.0
C -2.59977 7.08292 -2.19837 0.0 0.0 0.0
C -3.20989 6.06215 -2.90675 0.0 0.0 0.0
C -2.97342 4.71892 -2.61280 0.0 0.0 0.0
C -3.66830 3.68223 -3.46191 0.0 0.0 0.0
C -2.10212 4.38587 -1.57136 0.1 -0.1 0.0
Te -1.53207 2.29151 -1.28962 -0.2 0.8 0.0
N -1.44456 -0.06830 -1.19970 -0.2 -0.5 -0.1
C -2.23607 -1.08840 -1.40422 -0.1 0.2 -0.1
O -1.78922 -2.25736 -1.18447 0.1 -0.1 0.0
C -3.62830 -0.95784 -1.93823 -0.1 -0.2 0.1
C -3.95315 -0.06130 -2.94813 0.0 0.0 0.0
C -5.24149 -0.02130 -3.46298 0.0 0.0 0.0
C -6.21720 -0.86997 -2.96022 0.0 0.0 0.0
C -5.89639 -1.76812 -1.94968 0.0 0.0 0.0
C -4.60399 -1.82354 -1.45277 0.0 0.0 0.0
C -2.31106 2.19314 0.67069 0.0 0.0 -0.1
C -1.40046 2.14111 1.71652 0.0 0.0 0.1
C -1.83356 2.04299 3.02890 0.0 0.0 0.0
C -3.19048 1.97626 3.29636 0.0 0.0 0.0
C -4.09863 2.03666 2.25032 0.0 0.0 0.0
C -3.68436 2.15468 0.92523 0.0 0.0 0.0
C -4.71121 2.26065 -0.16615 0.0 0.0 0.0
C -1.47308 5.40921 -0.84336 0.0 0.0 0.0
C -0.51412 5.12346 0.28151 0.0 0.0 0.0
C -1.73714 6.73499 -1.16610 0.0 0.0 0.0
H -3.60784 8.62736 -3.30982 0.0 0.0 0.0
H -1.93129 9.00051 -2.90807 0.0 0.0 0.0
H -3.17026 9.09043 -1.66355 0.0 0.0 0.0
H -3.89081 6.31094 -3.71456 0.0 0.0 0.0
H -4.53979 4.11575 -3.95306 0.0 0.0 0.0
H -3.99633 2.82657 -2.87266 0.0 0.0 0.0
H -3.00418 3.30291 -4.24404 0.0 0.0 0.0
H -3.19771 0.61502 -3.32901 0.0 0.0 0.0
H -5.48232 0.67542 -4.25622 0.0 0.0 0.0
H -7.22298 -0.83689 -3.35870 0.0 0.0 0.0
H -6.65484 -2.43133 -1.55420 0.0 0.0 0.0
H -4.33250 -2.53139 -0.68047 0.0 0.0 0.0
H -0.34002 2.19803 1.50677 0.0 0.0 0.0
H -1.11489 2.01600 3.83329 0.1 0.0 0.1
H -3.54099 1.87977 4.31635 0.0 0.0 0.0
H -5.16095 1.99182 2.46058 0.0 0.0 0.0
H -5.71181 2.08577 0.22736 0.0 0.0 0.0
H -4.52540 1.53267 -0.95786 0.0 0.0 0.0
H -4.68868 3.25626 -0.61663 0.0 0.0 0.0
H 0.29240 4.45953 -0.04086 0.0 0.0 0.0
H -1.01936 4.63250 1.11332 0.0 0.0 0.0
H -0.07078 6.04776 0.65136 0.0 0.0 0.0
H -1.25105 7.52007 -0.59518 0.0 0.0 0.0
```
Forces are in eV/Å.

Calculated values
energy: -226045.78406 eV
gap between HOMO and LUMO (alpha / beta): 7.0 / 6.0 eV
spin multiplicity: 4
charge: 0
ΔE to the lowest compared entry with this formula, charge and spin: 41.0 kJ/mol
LUMO energy (alpha / beta): 0.002 / -0.047 Eh
E_HOMO (alpha / beta): -6.96 / -7.25 eV

---

3.
C3H5NO2 in the gas phase. Source: the OMol25 dataset; level of theory: wB97M-V/def2-TZVPD.

The geometry in XYZ format:
```
11
Properties=species:S:1:pos:R:3:forces:R:3
O 2.27374 -0.79396 -0.01213 0.1 -0.3 -0.3
N 1.52299 0.14118 0.69529 -0.5 0.8 -0.2
C 0.35515 0.20551 0.22137 0.2 0.0 0.5
C -0.81046 1.06163 0.55668 -0.1 0.3 0.3
O -1.68498 0.05923 -0.00115 -0.3 0.0 -0.1
C -0.59317 -0.73145 -0.50032 0.1 -0.2 -0.2
H 1.92932 -0.65137 -0.90626 0.5 -0.7 -0.2
H -0.87213 2.00219 -0.00862 0.0 -0.2 0.1
H -0.95219 1.24622 1.62110 -0.2 0.0 0.0
H -0.56896 -1.74177 -0.07125 0.0 0.1 -0.1
H -0.59933 -0.79740 -1.59471 0.1 0.1 0.1
```
Forces are in eV/Å.

Calculated values
energy: -8773.50117 eV
gap between HOMO and LUMO: 10.6 eV
charge: 0
ΔE to the lowest compared entry with this formula, charge and spin: 404.6 kJ/mol
LUMO energy: 0.025 Eh
SMILES: ON=C1COC1
E_HOMO: -9.88 eV

---

4.
C3H3Cl2NO2S in the gas phase in a non-equilibrium geometry. Source: the OMol25 dataset; level of theory: wB97M-V/def2-TZVPD.

The geometry in XYZ format:
```
12
Properties=species:S:1:pos:R:3:forces:R:3
C -0.70825 0.70467 -2.52887 0.5 0.6 1.4
C 0.73677 -0.15161 0.09872 -0.7 0.6 -1.9
C 0.13896 -0.14579 2.44038 -2.6 0.2 1.1
N 0.07097 -0.53771 1.04905 0.0 0.9 0.0
O -0.75787 1.83759 -2.21374 0.3 0.1 0.4
O -0.66890 -1.83651 -1.63632 -0.6 -0.6 0.1
S 0.28559 -0.74794 -1.73911 1.1 0.3 0.6
Cl -1.50002 0.11171 -3.90536 -0.5 -0.7 -1.0
Cl 2.08035 0.99706 -0.12974 -0.4 -0.3 0.6
H 0.68308 0.74053 2.74843 0.3 0.4 -0.7
H -0.97286 0.00033 2.89728 2.6 -0.7 -1.3
H 0.61219 -0.97234 2.91928 0.1 -0.7 0.8
```
Forces are in eV/Å.

Calculated values
energy: -44622.12222 eV
gap between HOMO and LUMO: 9.4 eV
charge: 0
ΔE to the lowest compared entry with this formula, charge and spin: 99.6 kJ/mol
LUMO energy: -0.004 Eh
E_HOMO: -9.49 eV